Entry 1:
{
  "formula": "C37H65N5O4RbSSbSe2",
  "method": "the ωB97M-V functional and the def2-TZVPD basis",
  "multiplicity": 1,
  "total_energy_ev": -203783.4232,
  "e_homo_ev": -0.895,
  "total_charge": -2,
  "de_lowest_ev": 0.4905,
  "species": ["Rb", "C", "N", "C", "C", "C", "C", "C", "C", "C", "C", "H", "H", "H", "H", "H", "H", "H", "H", "H", "H", "H", "H", "O", "C", "C", "C", "O", "C", "Se", "C", "Se", "H", "H", "H", "H", "H", "H", "H", "H", "H", "H", "C", "C", "C", "S", "O", "C", "C", "C", "H", "H", "H", "H", "H", "H", "H", "H", "H", "H", "H", "H", "H", "H", "C", "Sb", "C", "C", "H", "H", "H", "H", "H", "H", "H", "H", "H", "C", "C", "O", "C", "C", "C", "C", "C", "C", "H", "H", "H", "H", "H", "H", "H", "H", "C", "N", "C", "N", "C", "N", "C", "N", "C", "C", "H", "H", "H", "H", "H", "H", "H", "H", "H", "H", "H", "H"],
  "positions_angstrom": [[-0.3819, -0.0945, 0.1693], [-2.0506, -2.8617, 2.2217], [-0.6192, -2.6909, 2.0493], [0.0596, -2.8070, 3.3292], [-0.1014, -3.6608, 1.0688], [1.3901, -3.5367, 0.8084], [2.2360, -4.5164, 1.3437], [3.6099, -4.4703, 1.1108], [4.1145, -3.4360, 0.3276], [3.2432, -2.4674, -0.1825], [1.8498, -2.4497, 0.0304], [-2.3066, -3.8738, 2.5858], [-2.5567, -2.7011, 1.2656], [-2.4349, -2.1302, 2.9358], [-0.0719, -3.8105, 3.7758], [-0.3452, -2.0659, 4.0238], [1.1269, -2.6274, 3.2020], [-0.6342, -3.4854, 0.1293], [-0.3387, -4.6898, 1.4065], [1.8246, -5.3259, 1.9495], [4.2683, -5.2244, 1.5308], [5.1823, -3.3865, 0.1216], [3.6965, -1.6757, -0.7934], [-2.7322, 7.0542, -0.3497], [-2.8625, 5.9200, 0.5448], [-2.4692, 4.5755, -0.0888], [-3.3456, 4.3136, -1.3225], [-2.9666, 5.1261, -2.4641], [-0.9685, 4.6333, -0.4656], [-0.3123, 3.1974, -1.6804], [-2.6491, 3.4201, 0.8988], [-4.4585, 2.9951, 1.6517], [-2.8944, 6.7266, -1.2434], [-3.8865, 5.8333, 0.9093], [-2.2157, 6.1230, 1.4049], [-4.3837, 4.5329, -1.0857], [-3.2736, 3.2581, -1.5861], [-2.0806, 4.7884, -2.7233], [-0.3837, 4.5689, 0.4538], [-0.7384, 5.5829, -0.9362], [-1.9732, 3.5732, 1.7436], [-2.3261, 2.5697, 0.3130], [-4.1037, -5.1049, -0.6487], [-4.9418, -4.1206, -1.4762], [-4.5985, -2.6552, -1.2009], [-2.9173, -2.2488, -1.7514], [-2.4738, -1.0768, -0.9308], [-3.3724, -1.5795, -3.3770], [-3.8779, -0.1424, -3.2888], [-3.8889, 0.5259, -4.6656], [-4.3968, -6.1381, -0.8524], [-4.2379, -4.9174, 0.4232], [-3.0376, -5.0060, -0.8673], [-5.9998, -4.2746, -1.2558], [-4.8091, -4.3301, -2.5450], [-4.5944, -2.4325, -0.1313], [-5.2861, -1.9659, -1.6962], [-4.0966, -2.2748, -3.8180], [-2.4513, -1.6271, -3.9628], [-3.2305, 0.4252, -2.6193], [-4.8780, -0.1167, -2.8523], [-2.8769, 0.5759, -5.0833], [-4.2582, 1.5500, -4.5809], [-4.5262, -0.0183, -5.3727], [4.6596, 1.4336, -0.6632], [2.8134, 1.0741, 0.4274], [2.7540, 3.1342, 1.0742], [3.9132, 0.3080, 2.1174], [5.3908, 1.9073, -0.0011], [4.4674, 2.0903, -1.5184], [5.0727, 0.4877, -1.0336], [3.7357, 3.4713, 1.4186], [2.0135, 3.2568, 1.8700], [2.4330, 3.7434, 0.2218], [4.5875, 1.0696, 2.5221], [4.4896, -0.5574, 1.7750], [3.2207, -0.0311, 2.8946], [1.6312, 1.5900, 4.5486], [0.4957, 1.0412, 3.7205], [0.6030, 0.9892, 2.5228], [-0.7272, 0.5433, 4.4223], [-0.6606, 0.0695, 5.7320], [-1.7958, -0.4331, 6.3466], [-3.0126, -0.4280, 5.6661], [-3.0894, 0.0779, 4.3786], [-1.9434, 0.5470, 3.7528], [2.3211, 2.1233, 3.8978], [2.1703, 0.7671, 5.0279], [1.2527, 2.2520, 5.3288], [0.2849, 0.0656, 6.2648], [-1.7363, -0.8203, 7.3568], [-3.9069, -0.7980, 6.1574], [-4.0339, 0.1588, 3.8492], [-2.0264, 0.9790, 2.7619], [-0.1126, 0.5871, -3.7807], [0.1869, 0.3875, -5.2175], [1.4965, 1.0033, -5.4778], [2.5670, 0.4138, -4.6552], [2.1991, 0.5966, -3.2335], [0.9105, -0.0236, -2.9219], [0.9931, -1.4553, -3.2265], [1.3268, -1.7001, -4.6503], [0.3037, -1.0487, -5.4772], [2.6083, -1.0305, -4.9255], [-1.0827, 0.1373, -3.5506], [-0.1736, 1.6499, -3.5716], [1.4293, 2.0703, -5.2617], [1.7490, 0.8669, -6.5322], [2.1350, 1.6656, -3.0140], [2.9723, 0.1445, -2.6099], [0.0327, -1.9281, -3.0013], [1.7457, -1.9127, -2.5866], [-0.6592, -1.5258, -5.2833], [0.5542, -1.2000, -6.5305], [2.8657, -1.1856, -5.9766], [3.3794, -1.4843, -4.3011]]
}

***

Entry 2:
{
  "formula": "C3H2N2O2",
  "method": "the ωB97M-V functional and the def2-TZVPD basis",
  "multiplicity": 1,
  "total_energy_ev": -10216.1842,
  "e_homo_ev": -8.364,
  "total_charge": 0,
  "de_lowest_ev": 2.0050,
  "species": ["C", "C", "C", "N", "N", "O", "O", "H", "H"],
  "positions_angstrom": [[-3.0238, 0.8115, 0.0844], [1.0400, -0.0350, 0.7278], [2.6045, -0.8651, -0.8514], [1.6215, -0.3061, -0.4703], [-0.1908, 0.5201, 0.6382], [-3.9694, 0.2222, -0.2287], [3.3917, -1.5001, -1.3528], [-0.6187, 0.7132, 1.5254], [-0.8551, 0.4393, -0.0725]]
}

***

no.,LUMO energy (eV)
1,3.34
2,0.45